{
  "formula": "C5H6N",
  "method": "ωB97M-V/def2-TZVPD",
  "relative_energy_ev": 6.127,
  "total_energy_ev": -6759.0507,
  "charge": 1,
  "homo_ev": -16.296,
  "orbital_gap_ev": 9.595,
  "elements": ["C", "C", "C", "C", "C", "N", "H", "H", "H", "H", "H", "H"],
  "xyz": [[-1.0256, -0.3171, -0.4555], [-0.2672, 0.5070, -1.3378], [0.4925, 0.3056, 1.0539], [-0.7361, -0.5629, 0.9855], [0.7337, -0.2259, -0.3671], [-0.2498, -1.3870, -0.1330], [-0.1867, 0.1500, -2.2616], [-0.3298, 1.7031, -1.2488], [0.1145, 1.2989, 1.1376], [1.2121, -0.1184, 1.7701], [-1.4597, -0.9596, 1.6526], [1.7022, -0.3936, -0.7960]],
  "lowdin_charge": [0.016, 0.064, -0.013, -0.066, -0.115, 0.204, 0.091, 0.207, 0.129, 0.152, 0.155, 0.176]
}

***

{
  "formula": "C5H15N2",
  "method": "ωB97M-V/def2-TZVPD",
  "relative_energy_ev": 1.469,
  "total_energy_ev": -8401.2073,
  "charge": 1,
  "homo_ev": -13.676,
  "orbital_gap_ev": 10.519,
  "elements": ["C", "C", "N", "C", "C", "C", "N", "H", "H", "H", "H", "H", "H", "H", "H", "H", "H", "H", "H", "H", "H", "H"],
  "xyz": [[-2.2132, 1.6406, 0.5209], [-1.4237, 0.6337, -0.3371], [-0.0434, 1.0738, -0.4994], [0.8516, 0.1166, -1.2667], [1.3908, -0.8840, -0.0992], [0.6854, -2.1979, -0.0369], [1.4462, -0.1525, 1.2278], [-2.0582, 1.6413, 1.6094], [-3.2879, 1.7059, 0.2576], [-1.9516, 2.6855, 0.3371], [-1.9889, 0.4213, -1.2506], [-1.2794, -0.3841, 0.0857], [-0.0275, 1.9936, -0.9203], [1.6281, 0.6866, -1.7837], [0.2543, -0.4864, -1.9427], [2.4716, -1.0679, -0.2821], [0.8196, -2.6047, -1.0498], [-0.3608, -2.1279, 0.2086], [1.0995, -2.9770, 0.6778], [0.5561, -0.4448, 1.6555], [2.1364, -0.1548, 1.9777], [1.2950, 0.8831, 0.9102]],
  "lowdin_charge": [-0.077, -0.265, -0.128, -0.076, -0.322, -0.062, 0.175, 0.075, 0.088, 0.070, 0.121, 0.091, 0.118, 0.127, 0.115, 0.150, 0.106, 0.067, 0.119, 0.155, 0.172, 0.182]
}

***

{
  "formula": "C2ClFO2S",
  "method": "ωB97M-V/def2-TZVPD",
  "relative_energy_ev": 1.467,
  "total_energy_ev": -32239.0512,
  "charge": 0,
  "homo_ev": -10.736,
  "orbital_gap_ev": 8.962,
  "elements": ["O", "S", "O", "F", "C", "C", "Cl"],
  "xyz": [[-1.9358, -1.0641, 0.7943], [-1.3866, -0.0944, -0.0790], [-1.7479, 0.0304, -1.4407], [-1.5500, 1.3811, 0.6344], [0.8671, -0.1626, 0.0814], [2.0600, -0.0619, 0.0009], [3.6932, -0.0284, 0.0088]],
  "lowdin_charge": [-0.248, 0.755, -0.244, -0.199, -0.026, -0.758, 0.721]
}

***

{
  "formula": "CHBrNO2",
  "method": "ωB97M-V/def2-TZVPD",
  "relative_energy_ev": 1.273,
  "total_energy_ev": -76680.7038,
  "charge": -1,
  "homo_ev": -2.227,
  "orbital_gap_ev": 6.139,
  "elements": ["C", "N", "O", "O", "Br", "H"],
  "xyz": [[-1.4233, 0.3430, 0.1791], [1.0358, 0.0775, -0.4357], [-1.4414, 1.2545, 0.9101], [-1.7844, -0.5763, -0.4454], [1.5917, -1.6353, 0.1341], [2.0217, 0.5366, -0.3422]],
  "lowdin_charge": [-0.528, -0.714, 0.121, 0.112, 0.145, -0.135]
}

***

{
  "formula": "C3H2FO3",
  "method": "ωB97M-V/def2-TZVPD",
  "relative_energy_ev": 4.648,
  "total_energy_ev": -12000.8915,
  "charge": -1,
  "homo_ev": -3.613,
  "orbital_gap_ev": 7.759,
  "elements": ["C", "C", "C", "O", "O", "O", "F", "H", "H"],
  "xyz": [[1.7050, -0.9782, -0.0513], [-1.6789, 0.4526, 0.4267], [0.6172, -0.0662, -0.2843], [1.1317, -1.0225, -1.3130], [2.5881, -1.5054, 0.5217], [-2.4634, -0.4826, 0.5476], [1.0961, 1.2230, -0.6950], [-1.0837, 1.1022, 1.1592], [-1.9121, 1.2771, -0.3116]],
  "lowdin_charge": [-0.487, -0.310, -0.198, 0.024, 0.089, -0.127, -0.109, 0.059, 0.059]
}

***

{
  "formula": "C8H15N4",
  "method": "ωB97M-V/def2-TZVPD",
  "relative_energy_ev": 4.348,
  "total_energy_ev": -14488.2460,
  "charge": 1,
  "homo_ev": [-13.837, -13.963],
  "orbital_gap_ev": [8.533, 7.773],
  "elements": ["C", "C", "C", "C", "C", "C", "C", "C", "N", "N", "N", "N", "H", "H", "H", "H", "H", "H", "H", "H", "H", "H", "H", "H", "H", "H", "H"],
  "xyz": [[1.6298, 0.3961, -0.3549], [1.9827, 1.0418, -3.7070], [1.8200, 1.6863, -2.5241], [2.9982, 0.0295, 0.1519], [-0.8155, -1.3841, 2.0621], [-2.5134, -1.3204, 0.2051], [-2.3103, 0.6241, 1.8136], [-1.5946, -0.5128, 1.1068], [0.6464, -0.0768, 0.4221], [-1.0548, 0.8585, -0.7587], [-0.5913, 0.1917, 0.1143], [1.4778, 1.0804, -1.4075], [2.2526, 1.5898, -4.5913], [1.8610, -0.0262, -3.7959], [1.8924, 2.7735, -2.4589], [3.2454, -0.9687, -0.2082], [3.7416, 0.7333, -0.2105], [2.9820, 0.0097, 1.2377], [-0.1651, -0.7988, 2.7055], [-1.5316, -1.9111, 2.6914], [-0.2194, -2.1264, 1.5389], [-3.0620, -0.6700, -0.4726], [-1.9553, -2.0477, -0.3807], [-3.2251, -1.8650, 0.8205], [-1.6196, 1.2278, 2.3989], [-2.8289, 1.2647, 1.1041], [-3.0432, 0.2008, 2.4973]],
  "lowdin_charge": [-0.347, 0.168, -0.139, 0.034, -0.045, -0.031, -0.026, -0.506, 0.117, 0.349, -0.219, 0.190, 0.085, 0.091, 0.140, 0.102, 0.092, 0.095, 0.089, 0.106, 0.089, 0.084, 0.095, 0.102, 0.096, 0.086, 0.104]
}

***

{
  "formula": "C8H14",
  "method": "ωB97M-V/def2-TZVPD",
  "relative_energy_ev": 1.232,
  "total_energy_ev": -8512.7083,
  "spin_multiplicity": 2,
  "charge": 1,
  "homo_ev": [-14.620, -14.371],
  "s_squared": 0.7558,
  "orbital_gap_ev": [10.208, 6.151],
  "elements": ["C", "C", "C", "C", "C", "C", "C", "C", "H", "H", "H", "H", "H", "H", "H", "H", "H", "H", "H", "H", "H", "H"],
  "xyz": [[-0.7538, 1.3605, 2.3683], [-1.0401, 1.9527, 1.0056], [-1.0337, 0.8871, -0.0977], [0.2311, 0.0613, -0.1485], [1.4666, 0.6276, -0.3640], [0.0731, -1.3785, 0.1425], [0.1178, -2.0365, -1.2276], [1.0938, -1.9219, -2.1296], [-0.8363, 2.0683, 3.1915], [-1.4806, 0.5858, 2.6221], [0.2286, 0.8782, 2.3635], [-1.9494, 2.5485, 0.9338], [-0.2960, 2.6937, 0.6740], [-1.8575, 0.1768, -0.0094], [-1.2079, 1.4051, -1.0463], [1.6893, 1.6717, -0.5575], [2.3930, 0.0618, -0.3919], [-0.8514, -1.5985, 0.6667], [0.8181, -1.8604, 0.7898], [-0.6937, -2.7488, -1.3435], [1.0829, -2.3310, -3.1319], [1.9630, -1.2910, -1.9870]],
  "lowdin_charge": [-0.081, -0.225, -0.136, -0.180, 0.244, -0.138, -0.096, 0.084, 0.087, 0.087, 0.078, 0.124, 0.114, 0.126, 0.145, 0.117, 0.107, 0.127, 0.149, 0.123, 0.086, 0.058]
}

***

{
  "formula": "C4H4N2S",
  "method": "ωB97M-V/def2-TZVPD",
  "relative_energy_ev": 2.887,
  "total_energy_ev": -18025.3541,
  "charge": 0,
  "homo_ev": -8.289,
  "orbital_gap_ev": 7.692,
  "elements": ["C", "N", "C", "C", "N", "C", "S", "H", "H", "H", "H"],
  "xyz": [[-0.0916, -0.8236, -1.0972], [0.5971, -0.9643, -0.0458], [0.4884, -0.0790, 1.0024], [0.2491, 1.2964, 0.7469], [-0.0527, 1.9080, -0.4326], [-0.2956, 1.5697, -1.5924], [-0.5156, 1.8176, -3.1240], [-1.0685, -0.3043, -0.9933], [0.1421, -1.2724, -2.0251], [1.0425, -0.4647, 1.9224], [0.4451, 1.9699, 1.4862]],
  "lowdin_charge": [-0.080, -0.015, -0.129, -0.113, 0.050, -0.807, 0.748, 0.088, 0.070, 0.124, 0.064]
}

***

{
  "formula": "C23H20CeClNO3P",
  "method": "ωB97M-V/def2-TZVPD",
  "relative_energy_ev": 0.000,
  "total_energy_ev": -66545.5303,
  "spin_multiplicity": 2,
  "charge": 0,
  "homo_ev": [-7.841, -7.842],
  "s_squared": 0.7509,
  "orbital_gap_ev": [7.347, 7.387],
  "elements": ["C", "C", "C", "H", "C", "C", "H", "H", "H", "H", "Ce", "Cl", "P", "C", "C", "H", "C", "H", "C", "H", "C", "H", "C", "H", "C", "C", "H", "C", "H", "C", "H", "C", "H", "C", "H", "C", "C", "H", "C", "H", "C", "H", "C", "H", "C", "H", "O", "N", "O", "O"],
  "xyz": [[-4.2649, -0.4639, 1.5421], [-2.9230, -0.1279, 1.1705], [-2.9327, 0.2126, -0.2293], [-2.0591, -0.0194, 1.8295], [-4.2772, 0.0499, -0.7149], [-5.1086, -0.3604, 0.3808], [-6.1885, -0.5363, 0.3430], [-4.5927, -0.7068, 2.5514], [-2.0827, 0.6089, -0.7881], [-4.5978, 0.2441, -1.7378], [-3.5059, -2.2348, -0.0769], [-1.7656, -2.5133, -1.9272], [0.9088, 0.1203, -0.1021], [0.8227, 1.3959, -1.3933], [1.3561, 2.6884, -1.2641], [1.9189, 2.9607, -0.3707], [1.1605, 3.6197, -2.2871], [1.5835, 4.6218, -2.1848], [0.4371, 3.2710, -3.4312], [0.2907, 4.0011, -4.2302], [-0.0997, 1.9826, -3.5596], [-0.6645, 1.7017, -4.4474], [0.0891, 1.0445, -2.5498], [-0.3258, 0.0365, -2.6280], [1.3799, 0.9724, 1.4266], [0.5721, 2.0438, 1.8739], [-0.2021, 2.4443, 1.2179], [0.7730, 2.5831, 3.1424], [0.1626, 3.4279, 3.4664], [1.7527, 2.0544, 3.9888], [1.9061, 2.4820, 4.9787], [2.5332, 0.9746, 3.5619], [3.2970, 0.5583, 4.2182], [2.3449, 0.4239, 2.2949], [2.9449, -0.4237, 1.9639], [2.3001, -0.9352, -0.5823], [3.4111, -0.4795, -1.3100], [3.4859, 0.5716, -1.5939], [4.4191, -1.3789, -1.6664], [5.2881, -1.0245, -2.2263], [4.3189, -2.7311, -1.3080], [5.1150, -3.4304, -1.5797], [3.1947, -3.1893, -0.6067], [3.1066, -4.2420, -0.3283], [2.1794, -2.3048, -0.2610], [1.2785, -2.6478, 0.2492], [-5.5501, -3.7907, 2.0551], [-4.7998, -4.3725, 1.2862], [-5.0013, -5.3491, 0.5898], [-3.3893, -3.8341, 1.2541]],
  "lowdin_charge": [-0.202, -0.193, -0.220, 0.120, -0.214, -0.203, 0.125, 0.125, 0.088, 0.123, 0.924, 0.026, 1.076, -0.388, -0.096, 0.104, -0.085, 0.104, -0.088, 0.102, -0.083, 0.104, -0.109, 0.073, -0.380, -0.120, 0.105, -0.091, 0.104, -0.094, 0.100, -0.088, 0.103, -0.086, 0.100, -0.388, -0.076, 0.106, -0.084, 0.103, -0.084, 0.103, -0.086, 0.105, -0.108, 0.095, 0.093, -0.441, 0.112, -0.314]
}